C16H32N4O4S | ωB97M-V/def2-TZVPD

Each line ends with the Löwdin charge.
Atoms and positions in Å:
H  5.1393  -1.3759  -4.4152  0.034
N  4.1421  -1.1466  -4.6781  0.030
C  4.1838  -0.0607  -5.5578  -0.168
C  2.7604  0.5299  -6.1868  -0.159
C  1.5601  -0.5312  -5.7063  -0.098
C  1.4289  -2.0047  -6.4426  -0.014
C  0.2539  -3.0953  -5.9841  -0.005
C  -0.7565  -2.6143  -4.7425  -0.222
N  -1.9002  -3.3853  -4.1075  -0.293
S  -2.5529  -2.3157  -2.8458  0.831
N  -1.6300  -0.8203  -2.8862  -0.282
C  -0.6356  -1.1139  -4.0150  -0.183
C  0.5193  -0.0503  -4.4890  -0.117
N  0.7670  1.3296  -3.9210  0.007
H  5.2460  0.3446  -5.8345  0.105
H  2.8267  0.5695  -7.3778  0.115
H  2.5429  1.6359  -5.8502  0.104
H  2.1899  -2.2418  -7.3013  0.092
H  0.1442  -4.1469  -6.5135  0.091
H  1.1302  1.3117  -2.9427  0.070
H  -0.0433  1.9758  -4.0428  0.086
C  1.8292  5.5134  -1.3633  -0.095
C  0.9192  4.4543  -1.9502  -0.320
O  1.5923  3.2046  -1.9904  -0.113
H  2.7430  5.6086  -1.9589  0.078
H  1.3266  6.4842  -1.3295  0.075
H  2.1373  5.2404  -0.3487  0.074
H  0.6314  4.7201  -2.9717  0.114
H  0.0090  4.3440  -1.3528  0.111
H  1.8361  2.9736  -1.0776  0.099
C  -1.8244  -1.1781  0.6022  -0.108
C  -1.1493  -0.4590  1.7517  -0.327
O  -1.1521  0.9414  1.5165  -0.092
H  -1.3103  -0.9641  -0.3405  0.039
H  -1.8265  -2.2594  0.7661  0.074
H  -2.8583  -0.8371  0.4856  0.077
H  -0.1101  -0.7865  1.8508  0.114
H  -1.6653  -0.6576  2.6961  0.086
H  -2.0796  1.2236  1.4384  0.086
C  -2.8338  0.6707  6.6610  -0.098
C  -2.3316  0.5231  5.2396  -0.337
O  -3.4238  0.5593  4.3330  -0.097
H  -3.5389  -0.1306  6.9050  0.077
H  -2.0040  0.6402  7.3728  0.075
H  -3.3709  1.6166  6.7858  0.071
H  -1.8147  -0.4329  5.1135  0.084
H  -1.6358  1.3281  4.9836  0.113
H  -3.8711  1.4154  4.4470  0.089
C  0.5711  -3.0671  5.8944  -0.094
C  -0.3970  -2.9395  7.0523  -0.317
O  -1.5520  -2.2224  6.6422  -0.103
H  0.8651  -2.0781  5.5280  0.077
H  1.4692  -3.6137  6.1955  0.074
H  0.1038  -3.5918  5.0547  0.073
H  0.0664  -2.3955  7.8807  0.115
H  -0.7058  -3.9244  7.4161  0.108
H  -1.9608  -2.7181  5.9120  0.096

## Properties
Energy relative to the best compared isomer or geometry (same formula, charge and spin) ... 295.4 kcal/mol
HOMO ... -0.2913 Ha
SMILES ... [H]/N=C/Cc1ccc2nsnc2c1N.CCO.CCO.CCO.CCO
Max |F| ... 7.23 eV/A
Gap between HOMO and LUMO ... 6.772 eV
Net charge ... 0